No. 1
Here is 2 unconnected molecules or ions with the total composition C28H16F5NO8S2 at a distorted geometry from OMol25. Energies are from wB97M-V/def2-TZVPD.

```
! RIJCOSX wB97M-V def2-TZVPD def2/J DEFGRID3
* xyz 0 1
O -0.135 2.650 -1.629
C -0.356 1.453 -1.943
C -0.174 0.238 -0.887
C 0.191 -1.028 -1.393
S 0.404 -2.570 -0.390
O -0.047 -2.217 1.021
O 1.813 -3.081 -0.328
C -0.837 -3.807 -1.030
F -2.061 -3.085 -1.264
F -1.158 -4.822 -0.095
C -0.459 -4.503 -2.431
F 0.912 -4.710 -2.632
F -1.054 -5.807 -2.406
F -1.060 -3.856 -3.554
C 0.431 -1.150 -2.967
O 1.333 -1.869 -3.449
C -0.526 -0.270 -3.899
C -1.019 -0.858 -5.309
C 0.087 -1.252 -6.338
C -0.548 -1.854 -7.646
C -2.084 -1.949 -7.663
N -3.052 -1.551 -6.710
C -2.535 -1.005 -5.510
C -0.888 1.016 -3.403
C -1.806 2.000 -4.283
S -0.906 2.505 -5.862
O -0.763 4.013 -5.863
O -1.793 2.083 -7.024
H -0.333 0.373 0.239
H 1.203 -1.150 -6.163
H 0.103 -2.233 -8.508
H -2.518 -2.425 -8.621
H -3.257 -0.695 -4.684
H -2.805 1.548 -4.588
H -1.973 2.954 -3.669
H 0.336 1.866 -5.956
O 3.134 0.871 7.374
C 2.218 1.137 6.616
C 1.540 2.452 6.688
C 1.969 3.399 7.618
C 1.365 4.650 7.666
C 0.331 4.961 6.785
C -0.111 4.013 5.868
C 0.489 2.754 5.822
C -0.001 1.746 4.855
O -0.955 1.991 4.135
C 0.689 0.440 4.769
C 0.260 -0.506 3.836
C 0.923 -1.723 3.724
C 2.016 -2.000 4.542
C 2.437 -1.066 5.483
C 1.771 0.155 5.602
H 2.778 3.165 8.303
H 1.703 5.387 8.387
H -0.132 5.942 6.814
H -0.920 4.259 5.188
H -0.588 -0.294 3.193
H 0.590 -2.453 2.997
H 2.539 -2.947 4.448
H 3.288 -1.290 6.120
*
```

Values from the calculation:
SMILES ... O=C1C=C(S(=O)(=O)C(F)(F)C(F)(F)F)C(=O)C(c2cccnc2)=C1C[SH](=O)=O.O=C1c2ccccc2C(=O)c2ccccc21
LUMO level ... -2.79 eV
HOMO-LUMO gap ... 6.91 eV

natural (NBO) atomic charge list, values in e, 5 entries:
1 O -0.4536
2 C 0.5217
3 C -0.1424
4 C -0.3495
5 S 1.9753

No. 2
Here is a molecular structure, C28H19Cl2F5N7O6PmS from OMol25. Energies are from wB97M-V/def2-TZVPD.

```
! RIJCOSX wB97M-V def2-TZVPD def2/J DEFGRID3
* xyz -2 5
Pm -1.166 -0.435 0.530
Cl 1.033 0.881 7.366
C 1.035 0.265 5.729
C 0.241 0.895 4.786
C 0.194 0.443 3.465
N -0.561 1.057 2.449
C -1.044 2.301 2.632
O -1.082 3.002 3.657
C -1.611 2.969 1.402
C -1.431 4.343 1.244
C -1.993 4.959 0.147
C -2.748 4.206 -0.746
C -2.872 2.851 -0.511
N -2.308 2.236 0.533
C 0.981 -0.690 3.091
C 1.784 -1.287 4.063
C 1.806 -0.819 5.367
Cl 2.835 -1.638 6.521
N 0.832 -1.178 1.786
C 1.639 -2.147 1.318
O 2.673 -2.611 1.809
C 1.163 -2.793 0.022
C 1.679 -4.022 -0.355
C 1.176 -4.627 -1.495
C 0.200 -3.986 -2.238
C -0.230 -2.744 -1.805
N 0.229 -2.170 -0.697
H -0.353 1.744 5.071
H -0.866 4.882 1.990
H -1.850 6.021 -0.019
H -3.204 4.637 -1.626
H -3.418 2.217 -1.199
H 2.399 -2.126 3.787
H 2.450 -4.462 0.260
H 1.543 -5.599 -1.803
H -0.220 -4.420 -3.133
H -0.976 -2.179 -2.354
N 0.430 0.763 -1.230
N -0.455 1.528 -2.045
C -1.692 0.943 -2.335
O -2.361 1.410 -3.249
O -2.084 0.016 -1.506
H 1.113 1.405 -0.840
H 0.926 0.137 -1.884
H -0.020 1.892 -2.885
N -3.780 -0.159 1.283
C -4.660 -1.328 1.162
C -4.246 -2.256 0.028
C -2.961 -3.043 0.295
O -2.777 -4.125 -0.242
O -2.132 -2.435 1.085
H -3.895 0.303 2.177
H -3.982 0.540 0.576
H -5.707 -1.026 1.022
H -4.606 -1.871 2.108
H -4.098 -1.668 -0.886
H -5.041 -2.974 -0.183
F 6.994 2.140 -3.150
C 5.788 1.586 -3.377
C 5.677 0.274 -3.799
F 6.793 -0.453 -3.991
C 4.433 -0.286 -4.027
F 4.433 -1.563 -4.440
C 3.231 0.409 -3.867
S 1.662 -0.300 -4.188
C 3.398 1.731 -3.439
F 2.328 2.525 -3.234
C 4.628 2.316 -3.197
F 4.704 3.595 -2.790
*
```

Values from the calculation:
Expectation value of S² ... 6.004
Relative energy (zero: lowest compared OMol25 entry of this formula, charge and spin) ... 4.2 kcal/mol
LUMO level ... 4.08 eV
HOMO-LUMO gap ... 6.64 eV

natural (NBO) atomic charge list, values in e, 5 entries:
1 Pm 1.9093
2 Cl -0.0444
3 C -0.0862
4 C -0.2677
5 C 0.1240

No. 3
Here is a molecular structure, C28H20AsAuF6N2O4S3 from OMol25. Energies are from wB97M-V/def2-TZVPD.

```
! RIJCOSX wB97M-V def2-TZVPD def2/J DEFGRID3
* xyz 0 3
Au 0.506 0.190 -1.825
S 2.272 1.528 -1.193
C 3.004 0.580 0.111
C 4.361 0.800 0.369
C 4.988 0.171 1.429
C 4.275 -0.679 2.267
C 2.934 -0.903 2.018
C 2.300 -0.295 0.934
As 0.438 -0.687 0.596
C -0.260 -0.243 2.350
C -1.141 -1.074 3.029
C -1.595 -0.707 4.288
C -1.176 0.485 4.862
C -0.294 1.314 4.180
C 0.156 0.958 2.918
C 0.333 -2.604 0.445
C 1.473 -3.395 0.353
C 1.345 -4.757 0.116
C 0.090 -5.319 -0.072
C -1.046 -4.524 -0.013
C -0.927 -3.171 0.254
H 4.910 1.472 -0.279
H 6.041 0.350 1.608
H 4.763 -1.166 3.101
H 2.360 -1.553 2.669
H -1.455 -2.012 2.591
H -2.274 -1.358 4.824
H -1.533 0.768 5.844
H 0.048 2.236 4.631
H 0.843 1.602 2.382
H 2.454 -2.955 0.463
H 2.231 -5.377 0.064
H 0.000 -6.377 -0.282
H -2.023 -4.947 -0.207
H -1.812 -2.546 0.259
F -1.152 0.173 -6.142
C -0.814 0.997 -5.167
F -0.824 2.244 -5.621
F 0.463 0.703 -4.799
S -1.848 0.835 -3.581
O -1.108 2.440 -1.103
O -2.877 1.858 -3.715
N -2.480 -0.635 -3.927
S -1.982 -1.847 -3.108
O -0.863 -1.525 -2.189
O -2.997 -2.666 -2.526
C -1.131 -2.949 -4.309
F -0.662 -4.005 -3.644
F -0.102 -2.303 -4.860
F -1.949 -3.363 -5.264
C -2.455 1.018 0.087
C -1.813 2.187 0.064
C -0.446 3.564 -1.445
C -0.091 4.658 -0.745
C -0.372 4.972 0.610
C -1.197 4.224 1.481
C -1.830 3.053 1.227
C 0.214 6.164 1.137
N 0.686 7.119 1.577
H -2.486 0.376 -0.784
H -3.045 0.739 0.947
H -0.141 3.481 -2.481
H 0.492 5.383 -1.297
H -1.341 4.649 2.468
H -2.439 2.650 2.026
*
```

Values from the calculation:
Expectation value of S² ... 2.058
Relative energy (zero: lowest compared OMol25 entry of this formula, charge and spin) ... 46.5 kcal/mol
LUMO level (spin up / spin down) ... -0.17 / -2.94 eV
HOMO-LUMO gap (spin up / spin down) ... 7.82 / 5.72 eV

natural (NBO) atomic charge list, values in e, 5 entries:
1 Au 0.7902
2 S -0.1701
3 C -0.1596
4 C -0.2308
5 C -0.1706

No. 4
Here is a molecular structure, C28H20N6O2RuS3 from OMol25. Energies are from wB97M-V/def2-TZVPD.

```
! RIJCOSX wB97M-V def2-TZVPD def2/J DEFGRID3
* xyz 2 1
Ru 0.409 -0.486 0.084
S 4.157 -1.293 2.299
C 3.667 0.249 2.928
C 4.296 1.018 3.902
C 3.723 2.228 4.231
C 2.550 2.668 3.603
C 1.923 1.908 2.638
C 2.492 0.679 2.305
N 2.038 -0.224 1.345
C 2.815 -1.276 1.247
C 2.472 -2.303 0.268
C 3.104 -3.547 0.236
C 2.771 -4.470 -0.736
C 1.794 -4.171 -1.682
C 1.125 -2.958 -1.642
C 1.431 -2.038 -0.649
H 5.202 0.679 4.386
H 4.185 2.848 4.987
H 2.125 3.622 3.885
H 1.012 2.251 2.169
H 3.868 -3.779 0.967
H 3.280 -5.423 -0.770
H 1.550 -4.890 -2.452
H 0.381 -2.746 -2.396
N -7.279 0.345 0.987
C -5.951 0.523 1.038
C -5.406 1.820 1.180
C -4.052 2.001 1.245
C -3.197 0.888 1.158
C -3.720 -0.408 1.014
C -5.074 -0.587 0.955
S -1.526 1.160 1.207
O -1.199 2.378 1.858
O -0.827 -0.090 1.694
N -0.835 1.171 -0.337
C -1.569 0.409 -1.251
S -2.750 0.817 -2.398
C -2.811 -0.837 -2.867
C -1.938 -1.588 -2.154
N -1.228 -0.856 -1.232
H -7.911 1.119 1.093
H -7.680 -0.575 0.941
H -6.069 2.671 1.258
H -3.638 2.991 1.377
H -3.060 -1.265 0.985
H -5.487 -1.584 0.872
H -3.493 -1.169 -3.632
H -1.806 -2.655 -2.236
N 1.527 0.181 -6.111
C 1.745 0.523 -5.038
C 1.985 0.906 -3.675
C 2.801 1.977 -3.328
C 2.945 2.278 -1.986
C 2.290 1.515 -1.040
N 1.526 0.463 -1.379
C 1.369 0.172 -2.674
H 3.298 2.558 -4.093
H 3.553 3.110 -1.660
H 2.362 1.755 0.009
H 0.737 -0.663 -2.930
*
```

Values from the calculation:
Relative energy (zero: lowest compared OMol25 entry of this formula, charge and spin) ... 0.2 kcal/mol
LUMO level ... -8.01 eV
HOMO-LUMO gap ... 5.71 eV

natural (NBO) atomic charge list, values in e, 5 entries:
1 Ru 0.9516
2 S 0.5445
3 C -0.2288
4 C -0.1938
5 C -0.1753

No. 5
Here is a molecular structure, C28H21Br4CaClN4O8S3Se from OMol25. Energies are from wB97M-V/def2-TZVPD.

```
! RIJCOSX wB97M-V def2-TZVPD def2/J DEFGRID3
* xyz -2 1
Ca 0.137 0.441 -1.690
O -3.756 0.579 -1.347
Cl -2.833 0.824 -2.414
O -3.518 1.121 -3.628
O -1.918 1.902 -2.061
O -1.984 -0.366 -2.600
O -0.760 0.589 0.491
S -0.439 1.643 1.518
C 1.232 1.263 2.174
C 1.758 -0.081 1.703
C 1.014 -1.290 2.258
C 1.416 -2.578 1.556
S 0.505 -2.956 0.046
O 0.549 -1.746 -0.857
C -1.159 -3.011 0.712
C -1.443 -3.775 1.837
C -2.753 -3.835 2.287
C -3.760 -3.152 1.616
C -3.462 -2.403 0.485
C -2.154 -2.332 0.025
C -1.410 1.168 2.950
C -1.327 1.937 4.103
C -2.088 1.590 5.207
C -2.935 0.489 5.148
C -3.028 -0.255 3.982
C -2.269 0.087 2.871
H 1.169 1.328 3.261
H 1.852 2.066 1.783
H 2.812 -0.131 1.993
H 1.749 -0.094 0.614
H -0.061 -1.150 2.148
H 1.198 -1.421 3.327
H 1.293 -3.467 2.179
H 2.460 -2.563 1.228
H -0.671 -4.324 2.367
H -2.972 -4.417 3.173
H -4.781 -3.201 1.978
H -4.230 -1.850 -0.040
H -1.923 -1.742 -0.849
H -0.670 2.799 4.138
H -2.019 2.176 6.115
H -3.520 0.212 6.016
H -3.682 -1.115 3.931
H -2.331 -0.478 1.950
Br 1.159 7.185 -4.167
C 1.263 5.639 -3.085
C 1.524 5.731 -1.723
Br 1.816 7.430 -0.937
C 1.565 4.592 -0.926
Br 1.913 4.695 0.930
C 1.363 3.297 -1.454
O 1.346 2.219 -0.751
C 1.160 3.246 -2.860
O 0.999 1.977 -3.368
C 1.068 4.372 -3.647
Br 0.631 4.162 -5.464
Se 4.446 2.183 -6.094
N 4.139 0.447 -6.033
C 3.236 -0.173 -5.278
C 3.232 -1.582 -5.426
C 2.392 -2.392 -4.718
C 1.537 -1.771 -3.786
N 1.452 -0.484 -3.586
C 2.240 0.384 -4.345
N 2.113 1.670 -4.244
H 3.949 -1.975 -6.136
H 2.391 -3.467 -4.824
H 0.902 -2.382 -3.151
S 0.923 -5.858 3.839
C 0.972 -4.348 4.541
N 0.983 -3.280 5.008
*
```

Values from the calculation:
Relative energy (zero: lowest compared OMol25 entry of this formula, charge and spin) ... 50.6 kcal/mol
LUMO level ... 3.40 eV
HOMO-LUMO gap ... 5.89 eV

Mulliken atomic charge list, values in e, 5 entries:
1 Ca 2.2811
2 O -0.6366
3 Cl 1.9793
4 O -0.7200
5 O -0.7065

No. 6
Here is a molecular structure, C28H21F3HfN10O5S at a distorted geometry from OMol25. Energies are from wB97M-V/def2-TZVPD.

```
! RIJCOSX wB97M-V def2-TZVPD def2/J DEFGRID3
* xyz 0 1
Hf -0.377 -0.417 -0.085
O -2.408 -3.784 -1.667
C -2.045 -2.694 -1.268
N -1.061 -2.400 -0.381
C -0.771 -3.249 0.720
C -0.661 -4.625 0.634
C -0.414 -5.359 1.789
C -0.287 -4.716 3.009
C -0.411 -3.333 3.109
C -0.661 -2.587 1.963
N -0.827 -1.178 1.907
C -0.628 -0.363 2.960
O -0.346 -0.618 4.121
C -0.781 1.104 2.571
C -0.763 2.097 3.535
C -0.905 3.410 3.125
C -1.040 3.697 1.773
C -1.014 2.654 0.868
N -0.899 1.385 1.269
C -2.838 -1.454 -1.658
C -3.717 -1.465 -2.725
C -4.519 -0.354 -2.921
C -4.423 0.714 -2.041
C -3.497 0.650 -1.016
N -2.716 -0.414 -0.827
H -0.769 -5.104 -0.328
H -0.327 -6.437 1.731
H -0.097 -5.292 3.907
H -0.317 -2.836 4.060
H -0.640 1.806 4.568
H -0.907 4.213 3.852
H -1.148 4.713 1.420
H -1.068 2.807 -0.203
H -3.765 -2.344 -3.350
H -5.219 -0.320 -3.746
H -5.045 1.591 -2.149
H -3.363 1.471 -0.323
N 2.358 1.858 1.464
N 3.059 2.185 0.250
C 2.402 1.983 -0.931
N 2.976 2.582 -2.003
N 1.286 1.297 -0.903
N 0.637 0.965 -2.171
O -0.692 0.888 -1.773
O 0.877 1.534 -3.224
H 3.076 1.896 2.185
H 2.165 0.854 1.391
H 3.460 3.110 0.304
H 3.980 2.645 -1.959
H 2.576 2.319 -2.893
O 3.327 -0.363 -2.875
S 2.261 -1.273 -2.518
N 0.922 -0.671 -2.164
F 7.998 -4.779 2.506
C 7.211 -4.217 3.447
F 7.985 -3.337 4.112
F 6.882 -5.188 4.312
C 6.009 -3.554 2.840
C 6.194 -2.394 2.097
C 5.108 -1.778 1.505
C 3.825 -2.315 1.655
C 3.650 -3.477 2.406
C 4.742 -4.095 2.994
C 2.689 -1.679 1.056
C 1.655 -1.207 0.620
H 7.186 -1.976 1.983
H 5.240 -0.880 0.916
H 2.653 -3.881 2.533
H 4.604 -4.994 3.578
*
```

Values from the calculation:
Relative energy (zero: lowest compared OMol25 entry of this formula, charge and spin) ... 43.6 kcal/mol
LUMO level ... -1.03 eV
HOMO-LUMO gap ... 6.63 eV

natural (NBO) atomic charge list, values in e, 5 entries:
1 Hf 2.2247
2 O -0.5900
3 C 0.6550
4 N -0.8420
5 C 0.2110